(1)
DFT (the ωB97M-V functional and the def2-TZVPD basis) results for the molecule C21H40BIN4O6.

Output
Maximum force ... 0.9 eV/Å
HOMO-LUMO gap ... 8.5 eV
Net charge ... 0
Calculated total energy ... -1817.120713 hartree
SMILES ... CCCCCC[C@@]1(CON=O)NC(=O)[C@](C[C@H](C)O)(B(O)N(C)C)[C@]1(CC(=O)I)NCCC

XYZ file:
```
73
C21H40BIN4O6 (the ωB97M-V functional and the def2-TZVPD basis)
C -1.527 -5.482 1.220
C -0.828 -5.764 -0.125
C -1.547 -5.185 -1.361
C -0.905 -3.915 -1.925
C -0.550 -2.883 -0.843
C -0.600 -1.438 -1.352
C -0.853 -0.381 -0.246
C -2.374 -0.465 -0.018
O -2.786 0.292 1.111
N -4.121 -0.121 1.514
O -4.075 -0.997 2.270
N -0.235 -0.776 1.039
C 0.363 0.339 1.617
O 0.277 0.669 2.767
C 1.040 1.071 0.459
C 2.219 0.242 -0.126
C 3.129 -0.578 0.832
C 2.891 -2.078 0.765
O 3.008 -0.178 2.189
B 1.617 2.462 1.046
O 0.766 3.466 1.443
N 3.072 2.612 1.243
C 3.359 3.320 2.494
C 3.789 3.215 0.104
C -0.202 1.075 -0.510
C 0.222 1.231 -2.000
C 0.668 2.621 -2.343
O 1.099 3.445 -1.615
I 0.524 3.060 -4.473
N -1.103 2.140 -0.115
C -2.199 2.466 -1.034
C -3.425 3.027 -0.309
C -3.380 4.557 -0.155
H -2.379 -4.810 1.092
H -0.856 -4.999 1.931
H -1.898 -6.395 1.684
H 0.193 -5.380 -0.088
H -0.746 -6.844 -0.253
H -2.589 -4.969 -1.103
H -1.578 -5.944 -2.146
H -0.008 -4.185 -2.490
H -1.601 -3.462 -2.638
H -1.205 -3.024 0.020
H 0.467 -3.074 -0.502
H -1.404 -1.351 -2.093
H 0.319 -1.248 -1.902
H -2.585 -1.522 0.192
H -2.943 -0.196 -0.911
H -0.872 -1.234 1.680
H 1.859 -0.479 -0.860
H 2.847 0.939 -0.684
H 4.156 -0.409 0.488
H 3.084 -2.457 -0.242
H 1.879 -2.328 1.081
H 3.587 -2.571 1.445
H 3.785 0.326 2.435
H 1.121 4.344 1.264
H 2.719 2.936 3.288
H 3.203 4.406 2.429
H 4.402 3.155 2.776
H 4.421 4.030 0.460
H 3.126 3.633 -0.658
H 4.455 2.494 -0.382
H 1.063 0.598 -2.286
H -0.581 0.958 -2.684
H -0.547 2.972 0.029
H -1.871 3.241 -1.749
H -2.457 1.608 -1.653
H -3.497 2.560 0.670
H -4.313 2.752 -0.883
H -3.712 4.865 0.836
H -4.015 5.058 -0.886
H -2.361 4.936 -0.272
```

=====

(2)
DFT (the ωB97M-V functional and the def2-TZVPD basis) results for a structure of composition C21H40CaClNO7 at a distorted geometry.

Output
Maximum force ... 5.7 eV/Å
HOMO-LUMO gap ... 5.0 eV
Net charge ... +2
Calculated total energy ... -2542.653931 hartree

XYZ file:
```
71
C21H40CaClNO7 (the ωB97M-V functional and the def2-TZVPD basis)
C 2.987 2.481 1.726
C 2.021 2.693 2.931
C 0.603 3.084 2.448
C -0.416 1.937 2.551
O 0.135 0.707 2.109
C -0.823 -0.120 1.512
C -0.211 -1.512 1.264
O 0.273 -1.401 -0.062
C 1.052 -2.426 -0.641
C 1.335 -2.008 -2.098
C 1.611 -0.485 -2.171
C 0.633 0.228 -3.147
C 0.263 1.612 -2.591
O 1.353 2.288 -1.929
C 0.905 3.354 -1.074
C 2.451 -2.582 0.073
C 3.046 -1.266 0.531
O 3.944 -0.802 -0.063
O 2.573 -0.621 1.634
N 0.400 -3.737 -0.511
C 1.268 -4.877 -0.834
C -0.828 -3.823 -1.254
C -2.166 -3.405 -0.664
O -0.833 -4.241 -2.353
O -1.880 -0.236 2.447
C -3.088 -0.400 1.723
C -3.800 0.961 1.415
C -3.959 1.094 -0.130
C -2.713 1.784 -0.753
Cl -3.154 2.756 -2.216
H 3.675 1.654 1.905
H 3.538 3.393 1.486
H 2.355 2.226 0.855
H 2.436 3.533 3.495
H 2.024 1.831 3.599
H 0.668 3.421 1.400
H 0.251 3.935 3.037
H -1.259 2.224 1.910
H -0.750 1.894 3.590
H -1.208 0.315 0.575
H -0.999 -2.250 1.421
H 0.541 -1.661 2.044
H 2.185 -2.577 -2.468
H 0.511 -2.230 -2.783
H 2.612 -0.358 -2.589
H 1.617 -0.003 -1.195
H -0.301 -0.331 -3.236
H 1.138 0.386 -4.101
H -0.056 2.256 -3.492
H -0.590 1.565 -1.878
H -0.097 3.772 -1.382
H 0.825 3.040 -0.027
H 1.603 4.204 -1.083
H 2.360 -3.211 0.965
H 3.184 -3.024 -0.593
H 2.303 0.256 1.329
H 1.855 -5.215 0.023
H 1.974 -4.674 -1.649
H 0.701 -5.748 -1.157
H -2.914 -3.466 -1.451
H -2.075 -2.336 -0.431
H -2.433 -3.980 0.223
H -3.797 -1.065 2.221
H -2.877 -0.853 0.747
H -3.259 1.807 1.839
H -4.814 0.943 1.819
H -4.864 1.665 -0.350
H -4.096 0.123 -0.616
H -1.968 1.048 -1.063
H -2.268 2.425 0.009
Ca -0.713 4.024 -2.821
```

=====

(3)
DFT (the ωB97M-V functional and the def2-TZVPD basis) results for a structure of composition C21H40Cl3DyN4O3SSi at a distorted geometry.

Output
Relative energy (zero: lowest compared OMol25 entry of this formula, charge and spin) ... 461.29 kJ/mol
Spin multiplicity ... 6
Maximum force ... 3.8 eV/Å
HOMO-LUMO gap (alpha / beta) ... 5.1 / 5.1 eV
Net charge ... 0
Calculated total energy ... -4222.379202 hartree

XYZ file:
```
74
C21H40Cl3DyN4O3SSi (the ωB97M-V functional and the def2-TZVPD basis)
C -2.989 -2.837 -3.405
C -2.705 -1.429 -2.948
H -3.548 -2.870 -4.354
H -3.615 -3.366 -2.655
H -2.080 -3.419 -3.556
C -3.724 -0.518 -2.985
C -5.074 -0.822 -3.528
H -3.608 0.438 -2.476
H -5.696 -1.318 -2.767
H -5.108 -1.454 -4.426
H -5.620 0.103 -3.765
Dy 1.835 0.547 1.578
Cl 3.627 -0.959 0.365
Cl 1.256 -0.908 3.617
H 5.413 1.101 5.409
H 6.998 -1.106 3.570
C 4.790 0.261 5.080
C 5.921 -1.343 3.512
N 5.101 -0.140 3.716
H 3.736 0.543 5.150
C 4.705 0.576 2.668
O 3.716 1.396 2.698
H 5.701 -1.766 2.519
H 5.198 0.335 1.735
H 4.997 -0.585 5.731
H 5.668 -2.071 4.304
H -2.555 -0.455 1.470
H -4.042 1.511 0.193
C -2.535 0.389 2.167
C -3.507 2.253 0.824
N -2.324 1.635 1.427
H -1.751 0.247 2.902
C -1.133 2.233 1.370
O -0.104 1.766 1.937
H -3.205 3.115 0.211
H -1.113 3.166 0.758
H -3.516 0.435 2.639
H -4.192 2.579 1.620
O -1.754 -1.553 -1.405
C -1.253 -1.095 -2.622
C -1.512 1.332 -1.963
C -0.823 0.355 -2.680
H -2.212 1.007 -1.167
C -1.422 2.676 -2.299
H -0.579 -1.785 -3.095
C 0.268 0.760 -3.477
H -2.109 3.388 -1.825
C -0.439 3.073 -3.229
C 0.459 2.116 -3.718
H 0.980 0.022 -3.871
H -0.380 4.104 -3.496
H 1.335 2.449 -4.279
Si -0.609 -2.856 0.295
Cl 0.276 -0.610 0.006
C -1.538 -2.807 1.931
C 1.135 -3.535 0.607
C -1.308 -3.985 -0.985
H -1.411 -1.867 2.488
H -1.138 -3.593 2.597
H -2.612 -3.014 1.784
H -2.393 -3.838 -1.068
H -1.125 -5.042 -0.727
H -0.823 -3.796 -1.954
H 1.827 -3.245 -0.201
H 1.071 -4.640 0.666
H 1.590 -3.169 1.542
N 2.186 4.776 -0.709
C 2.524 3.594 -0.152
N 3.484 3.621 0.774
S 1.790 2.198 -0.730
H 2.428 5.655 -0.280
H 1.414 4.762 -1.343
H 3.798 2.787 1.291
H 3.956 4.491 0.990
```